Entry from OMol25: C25H22N5S4Ti as an isolated structure (wB97M-V/def2-TZVPD).

XYZ file:
```
57
Properties=species:S:1:pos:R:3:forces:R:3:mulliken_charge:R:1
Ti 0.1949 0.3736 0.4922 0.0 0.0 0.0 -1.403
C 0.9069 -1.4581 -2.0066 0.1 0.0 0.0 -1.281
N 0.2996 -1.5932 -0.6681 0.1 0.0 0.0 0.597
C 1.0247 -2.5824 0.1597 0.0 0.0 0.0 -1.387
C 2.1549 -1.9467 0.9237 0.0 0.0 -0.1 0.394
C 3.0966 -2.7215 1.5749 0.1 0.0 -0.1 -1.071
C 4.1658 -2.0947 2.1922 0.0 0.0 0.0 -0.365
C 4.2746 -0.7156 2.1147 0.0 0.0 0.0 -1.248
C 3.2736 -0.0123 1.4757 0.0 0.0 -0.1 -0.465
N 2.2167 -0.6081 0.9085 -0.1 0.0 0.2 0.892
C -1.1344 -1.9560 -0.7448 0.1 -0.1 0.0 -0.726
C -1.6957 -1.8196 0.6339 0.0 0.1 0.1 -0.187
C -2.6745 -2.5886 1.1256 0.0 0.0 0.0 -0.589
C -3.2419 -2.2712 2.4232 0.0 0.0 0.0 -0.738
C -2.7239 -1.2827 3.1480 0.0 0.0 0.0 -0.903
C -1.5112 -0.5286 2.7156 0.0 0.0 0.0 -0.436
N -1.1178 -0.7546 1.3271 -0.1 -0.1 0.1 1.289
C 1.1949 -0.0328 -2.3841 0.1 0.1 0.1 0.591
C 1.5076 0.3196 -3.6853 0.0 -0.1 -0.1 -1.168
C 1.9750 1.5950 -3.9455 0.0 0.0 0.0 -0.445
C 2.1397 2.4794 -2.8906 0.0 0.0 0.1 -1.033
C 1.7619 2.0708 -1.6279 0.0 0.0 0.0 -0.346
N 1.2731 0.8477 -1.3786 -0.2 0.0 -0.1 0.811
H 0.2993 -1.9571 -2.7647 0.0 0.0 0.0 0.508
H 1.8748 -1.9652 -1.9957 0.0 0.0 0.0 0.470
H 1.4298 -3.3711 -0.4818 -0.1 -0.1 0.0 0.742
H 0.3209 -3.0629 0.8411 0.0 0.1 0.1 0.509
H 2.9979 -3.7990 1.5811 0.0 0.0 0.0 0.514
H 4.9154 -2.6767 2.7115 0.0 0.0 0.0 0.455
H 5.1063 -0.1860 2.5557 0.0 0.0 0.0 0.457
H 3.3035 1.0656 1.4009 0.0 0.0 0.0 0.785
H -1.2704 -2.9701 -1.1329 0.0 0.0 0.0 0.474
H -1.6088 -1.2542 -1.4355 0.0 0.0 0.0 0.613
H -3.0705 -3.4019 0.5334 0.0 0.0 0.0 0.510
H -4.1005 -2.8245 2.7775 0.0 0.0 0.0 0.427
H -3.1355 -1.0024 4.1085 0.0 0.0 0.0 0.512
H -1.6247 0.5387 2.9059 0.0 0.0 0.0 0.645
H 1.4031 -0.4078 -4.4795 0.0 0.0 0.0 0.514
H 2.2247 1.8898 -4.9558 0.0 0.0 0.0 0.435
H 2.5331 3.4743 -3.0384 0.0 0.0 0.0 0.466
H 1.8440 2.7295 -0.7740 0.0 0.0 0.0 0.697
S 0.5959 2.2227 1.8788 0.0 0.0 0.0 -0.179
S 1.6846 1.7082 3.5718 0.0 0.0 0.0 -0.057
S 0.3029 0.7816 4.7657 0.0 0.0 0.0 -0.014
S -0.0846 -0.9969 3.8590 0.0 -0.1 0.0 0.015
N -5.2239 4.5797 -2.6722 0.0 0.0 0.0 -0.488
C -4.3989 3.9534 -2.1761 0.0 0.0 0.0 -0.149
C -3.3640 3.1705 -1.5551 0.0 0.0 0.0 0.507
C -2.1011 3.7196 -1.3499 0.0 0.0 0.0 -1.244
C -1.1079 2.9496 -0.7729 0.0 0.0 0.0 0.586
C -1.3152 1.6236 -0.3674 0.0 0.0 -0.1 1.443
C -2.6144 1.1223 -0.5495 0.0 0.0 0.0 -0.297
C -3.6216 1.8692 -1.1446 0.0 0.0 0.0 -1.263
H -1.9069 4.7441 -1.6378 0.0 0.0 0.0 0.485
H -0.1527 3.4326 -0.6081 0.0 0.0 0.0 0.286
H -2.8859 0.1328 -0.2074 0.0 0.0 0.0 0.345
H -4.6099 1.4486 -1.2751 0.0 0.0 0.0 0.505
```
Positions in Å, forces in eV/Å.

Its total charge is +1. Its multiplicity is 1. The relative energy (zero: lowest compared OMol25 entry of this formula, charge and spin) comes out at 71.9 kJ/mol. For the strongest force on any atom, the calculation gives 0.2 eV/A. For the HOMO-LUMO gap, the calculation gives 6.74 eV.